Below is a gas-phase ion, C4H8N3 (charge +1) in a non-equilibrium geometry, with properties calculated with wB97M-V/def2-TZVPD.

Geometry as XYZ:
```
15
Properties=species:S:1:pos:R:3:forces:R:3
H -1.863296 -1.572468 -1.070915 0.4 0.0 0.3
H -2.395636 1.095099 0.663651 0.2 -0.5 -0.5
H -0.796812 2.921733 0.413732 -0.7 0.3 0.7
N 1.625574 -0.394716 0.491141 0.6 0.1 1.4
H 1.802483 0.600490 -1.384587 1.6 -1.9 1.0
H 3.271375 -0.656090 -0.813465 -1.0 1.3 0.3
C -0.785583 -0.324110 0.283442 1.4 1.1 1.3
N 0.478605 -0.064571 0.492514 -1.4 -1.9 -1.5
H 2.896373 1.137635 -0.240463 0.2 -1.4 0.6
C -1.522434 -1.568145 -0.020796 0.7 -1.0 -0.3
C 2.495218 0.120019 -0.534264 -1.1 1.8 -2.7
H -2.430451 -1.661940 0.578230 0.2 0.2 0.2
H -0.876782 -2.450659 0.199563 -0.5 0.6 -0.4
C -0.497629 1.888998 0.468444 0.1 -1.0 -0.7
N -1.401011 0.928726 0.473779 -0.3 2.2 0.3
```
Positions in Å, forces in eV/Å.

Results
Net charge   +1
Spin multiplicity   1
HOMO energy (spin up / spin down)   -13.293 / -13.291 eV
ΔE to the lowest compared entry with this formula, charge and spin   174.01 kcal per mole
Lowest unoccupied orbital energy (spin up / spin down)   -5.181 / -5.182 eV
Molar mass   98.1 g mol⁻¹

---

Below is a gas-phase ion, C4H8N3 (charge +1) in a non-equilibrium geometry, with properties calculated with wB97M-V/def2-TZVPD.

Geometry as XYZ:
```
15
Properties=species:S:1:pos:R:3:forces:R:3
N 1.462005 -1.137667 0.111098 1.5 -2.6 0.5
C 1.960369 0.205521 -0.158523 -3.1 1.5 0.5
C -0.886337 0.634048 -0.403858 -0.8 1.4 -1.0
H -0.771105 -0.668569 1.310957 -0.2 0.8 1.3
H -0.082491 1.433925 1.446957 0.3 1.1 -2.5
H -1.792196 -1.078692 0.083630 0.3 -0.4 0.5
H 2.209535 -1.936419 0.102167 -1.7 2.4 -0.1
H -1.963923 0.923694 -0.475170 0.9 0.1 0.6
H 0.082925 -2.199635 -0.929494 -1.2 -2.2 -2.9
H -0.325869 2.693844 0.008682 1.1 -1.1 0.3
C 0.059755 1.654997 0.252529 -3.6 -0.6 3.2
N 1.331010 1.284725 -0.112764 4.1 -2.4 -1.1
H -0.583000 0.580462 -1.486385 -0.1 -0.8 1.1
N -0.867477 -0.702367 0.321913 -0.4 -1.1 -2.8
C 0.166796 -1.687865 -0.071734 2.8 4.0 2.4
```
Positions in Å, forces in eV/Å.

Results
Net charge   +1
Spin multiplicity   1
HOMO energy (spin up / spin down)   -13.158 / -13.470 eV
ΔE to the lowest compared entry with this formula, charge and spin   158.92 kcal per mole
Lowest unoccupied orbital energy (spin up / spin down)   -5.457 / -4.913 eV
Molar mass   98.1 g mol⁻¹

---

Below is a gas-phase ion, C4H8N3O (charge +1) in a non-equilibrium geometry, with properties calculated with wB97M-V/def2-TZVPD.

Geometry as XYZ:
```
16
Properties=species:S:1:pos:R:3:forces:R:3
H -3.878017 0.612096 0.667418 0.8 -1.3 0.1
C -3.417272 -0.392033 0.377404 -2.1 3.7 -3.6
O -0.030892 0.610949 -0.536838 0.2 0.3 -1.0
H -3.200134 -0.963387 1.212988 0.0 -1.6 1.2
C 1.426190 0.823941 -0.138126 -0.1 -3.6 -0.3
H -1.099076 0.941067 1.272885 -0.5 -1.4 -2.8
C 3.464330 -0.288779 -0.574273 2.2 -0.1 -0.2
N -2.173995 -0.082713 -0.386475 1.0 0.7 1.1
H -4.189348 -0.678737 -0.441969 1.4 -0.5 1.9
H 1.521448 1.158654 0.910665 0.1 0.5 -0.8
H 3.995400 -0.158570 -1.577887 0.2 -0.4 1.7
C -1.122115 0.501117 0.134722 0.9 1.0 2.9
N 2.152409 0.084517 -0.865027 -2.8 1.9 2.1
H 4.817579 -1.061168 0.725949 -1.6 0.6 -1.0
N 3.813862 -0.749573 0.570761 0.2 0.5 -1.1
H -2.080370 -0.357384 -1.352200 0.0 -0.3 -0.2
```
Positions in Å, forces in eV/Å.

Results
Net charge   +1
Spin multiplicity   1
HOMO energy   -13.897 eV
SMILES   [H]/N=C/N=C/O/C=[NH+]/C
ΔE to the lowest compared entry with this formula, charge and spin   104.32 kcal per mole
Lowest unoccupied orbital energy   -4.228 eV
Molar mass   114.1 g mol⁻¹

---

Below is 2 unconnected molecules or ions with the total composition C4H8N3O2 in a non-equilibrium geometry, with properties calculated with wB97M-V/def2-TZVPD.

Geometry as XYZ:
```
17
Properties=species:S:1:pos:R:3:forces:R:3
C -2.498903 -1.150655 -0.098034 1.2 0.6 -0.4
C 0.731637 -0.329370 1.116977 0.7 -2.3 1.7
C -3.000658 0.741884 -0.965273 0.8 -1.4 0.6
N 0.396319 0.387104 -1.131168 -0.7 1.1 -1.6
H -0.686746 -0.146237 -1.331038 0.4 0.9 -0.1
O -3.634745 -0.796050 0.380942 -1.3 0.7 -0.1
H -0.387801 0.201594 2.457060 -1.4 -1.3 4.2
N -3.993766 0.437852 -0.198672 -0.4 0.3 0.1
H 1.804904 -1.046893 -0.557480 -0.7 0.0 0.6
H 1.236215 -1.164219 1.653344 -0.5 1.2 0.6
H -2.845711 1.599735 -1.595014 -0.6 0.3 0.1
H -2.092252 -2.108974 0.269943 0.0 0.8 -0.5
O -0.125636 0.535235 1.670179 1.1 1.5 -3.8
C 0.983175 -0.442559 -0.142985 2.0 0.1 -2.3
H -0.007970 1.261958 -0.734404 0.9 -0.5 -0.3
H 1.067602 0.587691 -1.918902 -1.2 -0.1 1.0
N -2.013947 -0.226010 -0.912824 -0.2 -1.8 0.1
```
Positions in Å, forces in eV/Å.

Results
Net charge   +1
Spin multiplicity   1
HOMO energy   -13.718 eV
ΔE to the lowest compared entry with this formula, charge and spin   86.66 kcal per mole
Lowest unoccupied orbital energy   -3.293 eV
Molar mass   130.1 g mol⁻¹

---

Below is a single C4H8N3O2PS molecule in a non-equilibrium geometry, with properties calculated with wB97M-V/def2-TZVPD.

Geometry as XYZ:
```
19
Properties=species:S:1:pos:R:3:forces:R:3
H 1.643386 -2.797133 -2.312426 0.0 -0.1 0.6
O -0.093621 1.550320 -0.282664 -0.5 -0.2 -0.4
N 1.255837 -2.979718 -0.156769 -0.1 1.0 -1.3
C 1.156247 -2.426760 -1.409105 0.5 -0.5 -1.5
N -0.053689 -1.182642 -0.316610 -1.6 1.6 3.3
H 0.489598 1.656621 2.112205 0.5 -1.6 0.2
H 0.545130 2.363421 -2.151809 -1.5 -0.3 1.3
H -0.665742 3.412307 -1.155600 0.8 -1.8 -0.2
C 0.508525 -2.157801 0.522379 -0.5 1.1 -3.2
C 0.222837 0.575316 2.323154 0.5 -0.4 0.7
S -2.867541 0.459418 -0.936315 2.0 -0.5 1.7
H -1.258290 1.934572 -1.939375 0.3 -0.1 -0.4
H 0.964510 -0.304134 2.082922 -1.0 2.4 0.3
P -1.140482 0.400592 0.043357 0.6 -2.2 0.3
H -0.072575 0.475910 3.392043 0.5 0.2 -0.7
O -1.020994 0.343786 1.657063 -1.2 -0.4 -2.0
N 0.382104 -1.367218 -1.534701 0.8 -0.7 -0.8
C -0.374961 2.328167 -1.450910 0.9 2.6 -1.1
H 0.379722 -2.285025 1.513160 -0.9 0.1 3.1
```
Positions in Å, forces in eV/Å.

Results
Spin multiplicity   1
HOMO energy   -9.636 eV
SMILES   COP(=S)(OC)n1cncn1
ΔE to the lowest compared entry with this formula, charge and spin   2.60 kcal per mole
Lowest unoccupied orbital energy   0.610 eV
Molar mass   193.2 g mol⁻¹

---

Below is 2 unconnected molecules or ions with the total composition C4H8N3OS in a non-equilibrium geometry, with properties calculated with wB97M-V/def2-TZVPD.

Geometry as XYZ:
```
17
Properties=species:S:1:pos:R:3:forces:R:3
H 1.726819 -1.263852 0.496281 0.2 0.0 -2.0
H -1.515753 2.003326 -0.652371 0.4 -0.3 0.2
C -1.925663 -0.504424 0.135834 -0.3 0.8 0.3
H 3.447746 -1.488185 0.739823 -0.2 -0.7 -0.4
C -0.548382 -0.451699 0.194691 2.4 1.4 -1.1
N 0.070907 0.772504 -0.162208 2.3 0.7 -0.5
C 1.241886 1.118321 -0.356257 -2.9 0.5 0.7
H 3.190173 -0.959278 -0.741290 -0.5 1.8 -0.1
S 2.553628 1.925512 -0.532605 0.4 -0.2 -0.2
H -2.790549 2.669115 0.171553 -1.1 0.7 0.3
H -3.869866 0.377407 0.435669 2.0 0.9 -0.3
N 2.741063 -1.489795 -0.012324 1.0 -0.3 1.0
O 0.278363 -1.337620 0.436050 -0.6 -1.6 1.0
H -2.266374 -1.468227 0.288822 -1.2 -1.6 0.4
C -2.757621 0.590019 0.184886 -0.7 0.4 -0.1
H 2.728245 -2.338688 -0.571187 -0.4 -1.1 1.1
N -2.304621 1.845566 -0.055360 -0.8 -1.3 -0.1
```
Positions in Å, forces in eV/Å.

Results
Net charge   +1
Spin multiplicity   1
HOMO energy   -12.619 eV
ΔE to the lowest compared entry with this formula, charge and spin   33.72 kcal per mole
Lowest unoccupied orbital energy   -3.991 eV
Molar mass   146.2 g mol⁻¹

---

Look up the molar mass of the sixth one.
146.2 g mol⁻¹